No. 1
{
  "formula": "C51H50AsBBr3N3O4Os",
  "method": "ωB97M-V/def2-TZVPD",
  "symbols": ["Os", "Br", "C", "C", "C", "N", "C", "C", "C", "C", "C", "Br", "C", "C", "N", "H", "H", "H", "H", "H", "H", "C", "C", "C", "C", "H", "H", "H", "H", "H", "H", "H", "H", "H", "C", "C", "C", "C", "C", "C", "As", "N", "C", "C", "C", "C", "C", "C", "C", "C", "C", "C", "C", "C", "C", "C", "C", "C", "C", "C", "H", "H", "H", "H", "H", "H", "H", "H", "H", "H", "H", "H", "H", "H", "H", "H", "H", "H", "H", "H", "H", "H", "H", "H", "H", "H", "H", "Br", "C", "C", "C", "C", "C", "C", "C", "O", "O", "H", "H", "H", "H", "O", "B", "O", "C", "C", "C", "C", "C", "C", "H", "H", "H", "H"],
  "positions_angstrom": [[-0.7232, -0.2533, 1.1238], [-7.4550, -1.3564, 0.9661], [-5.5843, -1.0509, 1.0712], [-5.0670, 0.2032, 0.6873], [-3.7058, 0.3713, 0.7620], [-2.8696, -0.5677, 1.1877], [-3.3619, -1.7915, 1.5878], [-4.7545, -2.0361, 1.5167], [-2.4302, -2.7520, 2.0606], [-2.8105, -3.9086, 2.7860], [-1.8387, -4.6924, 3.3381], [-2.3233, -6.2286, 4.3541], [-0.4811, -4.3907, 3.1472], [-0.1870, -3.2996, 2.3533], [-1.1012, -2.5021, 1.8306], [-5.7182, 0.9919, 0.3546], [-3.2616, 1.3209, 0.4865], [-5.1502, -3.0030, 1.7808], [-3.8532, -4.1458, 2.9247], [0.2988, -4.9846, 3.5900], [0.8444, -3.0627, 2.1276], [3.8683, 1.1557, 3.4092], [3.9866, -0.0188, 2.4408], [4.9785, 0.3033, 1.3259], [2.6046, -0.3336, 1.8354], [4.8232, 1.3435, 3.8950], [3.1208, 0.9527, 4.1723], [3.5720, 2.0571, 2.8763], [4.3420, -0.8998, 2.9852], [4.5922, 1.1222, 0.7209], [5.1298, -0.5547, 0.6731], [5.9430, 0.5994, 1.7344], [2.2432, 0.5889, 1.3633], [1.9228, -0.5778, 2.6499], [-3.1803, 6.0293, -1.5641], [-2.1816, 4.9140, -1.5307], [-1.7382, 4.3010, -2.6899], [-0.8672, 3.2161, -2.6733], [-0.4840, 2.6259, -3.9991], [-0.3913, 2.7360, -1.4472], [0.6269, 1.0240, -1.1018], [-0.7974, -0.0962, -0.8194], [-1.8649, -0.5614, -1.5416], [-2.6531, 0.2475, -2.3708], [-3.7605, -0.2768, -3.0086], [-4.1136, -1.6057, -2.8421], [-3.3349, -2.4193, -2.0331], [-2.2212, -1.9157, -1.4031], [1.5491, 0.7281, -2.8487], [1.3163, -0.2853, -3.7774], [0.2758, -1.3452, -3.5768], [2.0794, -0.3381, -4.9390], [3.1147, 0.5470, -5.1852], [3.9480, 0.4354, -6.4258], [3.3639, 1.5258, -4.2337], [2.6022, 1.6293, -3.0796], [2.9215, 2.7235, -2.0996], [-0.7686, 3.4084, -0.2732], [-0.2132, 3.0243, 1.0648], [-1.6736, 4.4579, -0.3245], [-3.3035, 6.4099, -2.5746], [-2.8676, 6.8432, -0.9123], [-4.1475, 5.6709, -1.2105], [-2.0929, 4.6692, -3.6425], [-1.0623, 3.0842, -4.7983], [-0.6598, 1.5530, -4.0233], [0.5701, 2.7966, -4.2119], [-2.4094, 1.2944, -2.4788], [-4.3648, 0.3581, -3.6403], [-4.9926, -2.0037, -3.3251], [-3.5876, -3.4588, -1.8955], [-1.6067, -2.5529, -0.7798], [0.3704, -1.7915, -2.5866], [0.3856, -2.1337, -4.3194], [-0.7276, -0.9325, -3.6736], [1.8681, -1.1102, -5.6647], [3.7626, -0.5105, -6.9284], [5.0072, 0.5010, -6.1839], [3.7160, 1.2418, -7.1212], [4.1753, 2.2221, -4.3929], [3.7816, 3.2959, -2.4405], [3.1436, 2.2925, -1.1177], [2.0726, 3.4052, -1.9817], [-0.6656, 2.0779, 1.4084], [-0.4489, 3.7800, 1.8113], [0.8714, 2.8973, 1.0089], [-1.9914, 4.9211, 0.6001], [-1.3519, 0.6882, 9.9468], [-1.3142, 0.5904, 8.0445], [-2.2600, 1.2890, 7.3102], [-2.1963, 1.2531, 5.9306], [-1.2042, 0.5167, 5.2938], [-0.2811, -0.1992, 6.0488], [-0.3285, -0.1647, 7.4285], [-1.1203, 0.4847, 3.8053], [-1.8738, 1.1800, 3.1034], [-0.2434, -0.2703, 3.2822], [-3.0321, 1.8528, 7.8127], [-2.9053, 1.7982, 5.3269], [0.4762, -0.7734, 5.5377], [0.3900, -0.7156, 8.0183], [2.6519, -1.2362, -0.6024], [2.6697, -1.4879, 0.7602], [2.8932, -2.8281, 1.0048], [3.0497, -3.4150, -0.2154], [3.3148, -4.7323, -0.5383], [3.4921, -5.0240, -1.8846], [3.4156, -4.0359, -2.8554], [3.1321, -2.7185, -2.5352], [2.9253, -2.4299, -1.2019], [3.3968, -5.4921, 0.2221], [3.6989, -6.0409, -2.1844], [3.5775, -4.2876, -3.8924], [3.0830, -1.9509, -3.2873]],
  "forces_ev_per_angstrom": [[-1.1, -3.6, 0.0], [0.3, 0.0, 0.0], [-0.3, 1.3, -0.5], [-0.4, -1.2, 0.4], [-0.1, 0.6, 0.0], [1.7, -1.5, 0.7], [-1.7, 2.5, -1.2], [1.3, -0.3, 0.2], [2.4, -1.8, 0.8], [-0.2, 1.1, -0.7], [1.1, -0.5, 0.2], [0.1, 0.4, -0.2], [-1.0, -0.1, -0.1], [0.5, -0.3, 0.2], [-1.4, 1.8, 0.1], [0.0, 0.1, -0.1], [0.1, -0.1, 0.0], [0.0, 0.0, 0.1], [0.0, 0.0, 0.1], [0.1, -0.1, 0.0], [0.0, 0.1, 0.1], [0.1, -0.3, -0.1], [0.0, 0.1, -0.2], [0.0, -0.1, 0.3], [0.0, -0.5, -0.2], [0.1, 0.1, 0.1], [-0.1, 0.0, 0.1], [-0.1, 0.1, -0.1], [0.0, 0.0, 0.0], [0.0, 0.1, -0.1], [0.1, -0.1, -0.1], [0.1, 0.0, 0.0], [-0.1, -0.1, 0.0], [-0.1, 0.0, 0.0], [0.0, 0.0, 0.0], [0.1, -0.1, 0.1], [0.0, 0.0, 0.1], [0.1, 0.0, -0.1], [0.0, 0.0, -0.1], [0.2, -0.3, 0.1], [-0.4, 0.6, -0.8], [0.6, 0.6, 0.2], [-0.9, -0.3, -0.9], [0.3, -0.1, 0.3], [-0.2, -0.2, -0.1], [-0.2, 0.0, -0.1], [0.0, 0.0, -0.1], [0.2, 0.3, 0.0], [0.1, 0.0, 0.2], [-0.2, 0.0, 0.0], [0.0, 0.0, 0.0], [0.1, 0.1, 0.0], [-0.1, 0.0, 0.1], [0.0, 0.1, 0.0], [0.0, -0.1, 0.0], [-0.1, 0.0, 0.1], [-0.1, 0.0, 0.1], [0.2, 0.0, 0.1], [0.0, 0.0, -0.1], [-0.1, 0.0, -0.2], [-0.1, 0.1, -0.1], [0.0, 0.1, 0.0], [-0.1, 0.1, 0.0], [0.0, 0.0, -0.1], [-0.1, 0.0, 0.0], [0.0, -0.1, -0.1], [0.0, -0.1, -0.1], [0.0, 0.0, 0.0], [-0.1, 0.1, 0.0], [-0.1, 0.0, -0.1], [-0.1, -0.2, 0.0], [0.1, 0.0, 0.0], [-0.1, 0.0, 0.0], [0.0, 0.0, 0.0], [0.0, -0.1, 0.0], [0.0, -0.2, -0.1], [0.0, 0.0, -0.1], [0.1, 0.0, 0.0], [0.0, 0.0, -0.1], [0.1, 0.1, 0.0], [0.0, 0.0, 0.1], [0.0, 0.1, 0.0], [0.1, 0.0, 0.0], [0.2, 0.1, 0.2], [0.0, 0.0, 0.1], [-0.1, 0.0, 0.2], [0.0, 0.1, 0.1], [0.0, 0.0, -0.2], [0.0, 0.0, 0.1], [0.0, 0.0, 0.2], [0.1, -0.1, -0.2], [0.1, -0.1, 0.2], [-0.1, 0.1, -0.1], [0.0, 0.0, 0.2], [-0.7, 1.0, -0.5], [-0.5, 0.3, 1.4], [0.1, -0.3, -0.4], [0.0, 0.0, 0.0], [-0.1, 0.0, -0.1], [0.1, 0.0, 0.0], [0.0, 0.0, 0.1], [0.1, 0.2, -0.2], [0.0, 1.2, 0.4], [-0.1, -0.4, 0.7], [0.0, 0.0, -1.1], [-0.1, 0.3, 0.3], [0.0, -0.1, -0.1], [0.0, -0.1, -0.1], [-0.1, 0.3, 0.3], [0.3, -0.9, 0.1], [0.0, -0.1, 0.1], [0.0, -0.1, 0.0], [0.0, -0.1, -0.1], [0.0, 0.1, -0.1]],
  "homo_ev": [-6.21, -6.22],
  "orbital_gap_ev": [5.101, 5.115]
}


No. 2
{
  "formula": "C51H51ClN3O8",
  "method": "ωB97M-V/def2-TZVPD",
  "symbols": ["C", "C", "N", "C", "C", "O", "N", "O", "C", "O", "C", "O", "C", "C", "C", "C", "C", "C", "C", "C", "C", "C", "C", "Cl", "C", "N", "C", "C", "C", "C", "C", "H", "H", "H", "H", "H", "H", "H", "H", "H", "H", "H", "H", "H", "H", "H", "H", "H", "H", "H", "H", "H", "H", "H", "H", "H", "H", "H", "H", "H", "H", "H", "H", "H", "H", "H", "C", "C", "C", "C", "C", "C", "C", "O", "C", "C", "C", "C", "C", "C", "C", "O", "H", "H", "H", "H", "H", "H", "H", "H", "C", "C", "C", "C", "C", "C", "C", "O", "C", "C", "C", "C", "C", "C", "C", "O", "H", "H", "H", "H", "H", "H", "H", "H"],
  "positions_angstrom": [[-8.0944, -1.2420, -5.3058], [-7.6993, -1.5457, -3.7587], [-8.7043, -1.6236, -2.9142], [-6.1406, -1.6576, -3.4374], [-5.7349, -2.6096, -2.2207], [-6.0663, -2.1912, -0.8530], [-6.2282, -0.8371, -0.7864], [-7.1354, -0.5618, -0.0583], [-4.0922, -2.4467, -2.2197], [-3.4332, -2.2378, -0.9556], [-2.9916, -0.8970, -0.7913], [-3.3606, 0.0768, -1.5148], [-1.9946, -0.5074, 0.4125], [-2.0962, -1.0726, 1.8486], [-1.0676, -0.5467, 2.9193], [0.0176, 0.5234, 2.5355], [0.1410, 1.0796, 1.0641], [-0.8871, 0.5368, 0.0466], [-3.4622, -3.8832, -2.7264], [-2.3503, -3.6231, -3.8890], [-2.6343, -4.6949, -1.6049], [-2.1737, -6.1701, -2.0753], [-3.3141, -7.2394, -1.6723], [-3.1359, -7.8146, 0.0844], [-4.8077, -4.5651, -3.3358], [-5.8465, -4.0944, -2.3346], [-7.1936, -4.7750, -2.3034], [-7.2772, -5.6607, -0.9386], [-7.4619, -4.7693, 0.3913], [-6.1264, -4.5740, 1.2578], [-8.5211, -5.5324, 1.3705], [-7.1851, -1.2173, -5.9942], [-8.5033, -0.1576, -5.2862], [-8.9560, -1.8926, -5.6681], [-8.2901, -1.7956, -1.9816], [-5.6354, -2.0960, -4.3834], [-5.7081, -0.6048, -3.3154], [-3.8463, -1.7845, -3.1130], [-2.8835, -1.8432, 2.1415], [-1.1380, -0.9429, 3.9996], [0.7476, 0.9329, 3.3281], [0.9419, 1.8450, 0.7688], [-0.8163, 0.9352, -1.0274], [-2.6232, -2.7639, -4.5906], [-2.2708, -4.5717, -4.5425], [-1.3293, -3.3997, -3.4038], [-3.2845, -4.8457, -0.6665], [-1.6707, -4.1233, -1.3252], [-1.8872, -6.2442, -3.1768], [-1.2503, -6.4483, -1.4372], [-4.3742, -6.8273, -1.7573], [-3.2241, -8.1295, -2.4013], [-4.7270, -5.6859, -3.5259], [-4.8528, -4.1146, -4.3864], [-5.4086, -4.4244, -1.4388], [-8.0910, -4.0774, -2.3698], [-7.2158, -5.5501, -3.1599], [-8.2270, -6.3168, -1.0290], [-6.3952, -6.3885, -0.8566], [-7.9718, -3.7852, 0.0790], [-5.7483, -5.6170, 1.5746], [-5.2611, -4.0684, 0.7064], [-6.3769, -3.9205, 2.1740], [-8.6195, -4.9732, 2.3793], [-8.1158, -6.5850, 1.6348], [-9.5693, -5.6027, 0.9101], [6.2501, 5.4212, 4.6238], [6.1323, 6.6729, 5.2240], [5.0159, 7.4636, 4.9733], [4.0181, 7.0088, 4.1106], [4.1479, 5.7657, 3.4906], [5.2610, 4.9674, 3.7581], [3.1210, 5.2925, 2.5353], [3.2315, 4.2031, 1.9952], [1.9623, 6.1641, 2.2384], [1.0166, 5.7565, 1.2971], [-0.0832, 6.5618, 1.0205], [-0.2470, 7.7728, 1.6897], [0.6964, 8.1853, 2.6246], [1.8083, 7.3854, 2.8935], [2.8252, 7.8496, 3.8639], [2.6853, 8.9108, 4.4469], [7.1174, 4.8009, 4.8270], [6.9108, 7.0318, 5.8896], [4.9274, 8.4357, 5.4479], [5.3615, 3.9934, 3.2895], [1.1362, 4.8128, 0.7741], [-0.8148, 6.2448, 0.2841], [-1.1089, 8.3978, 1.4790], [0.5659, 9.1320, 3.1393], [6.6315, 1.1895, 1.8743], [6.6062, 0.4855, 0.6723], [7.6797, 0.5707, -0.2074], [8.7783, 1.3712, 0.1075], [8.7926, 2.0949, 1.2996], [7.7215, 1.9935, 2.1882], [9.9296, 2.9866, 1.6235], [9.9436, 3.6165, 2.6674], [11.0436, 3.1076, 0.6567], [12.0945, 3.9873, 0.9211], [13.1522, 4.0977, 0.0244], [13.1691, 3.3239, -1.1340], [12.1214, 2.4504, -1.4038], [11.0515, 2.3477, -0.5132], [9.9243, 1.4416, -0.8270], [9.9357, 0.7669, -1.8427], [5.7971, 1.1155, 2.5647], [5.7494, -0.1320, 0.4221], [7.6566, 0.0158, -1.1400], [7.7326, 2.5436, 3.1239], [12.0895, 4.5910, 1.8232], [13.9658, 4.7863, 0.2295], [13.9983, 3.4052, -1.8297], [12.1380, 1.8537, -2.3104]],
  "forces_ev_per_angstrom": [[0.2, 1.3, 1.2], [-1.8, 0.1, -0.7], [3.3, -0.2, -1.3], [-1.4, -0.8, -0.8], [4.3, 2.9, 0.6], [-1.4, -2.8, -1.6], [-2.4, 2.6, 1.2], [2.2, -0.7, -1.2], [1.2, -2.6, -1.9], [-0.1, 3.0, -0.9], [-0.1, 4.2, -0.2], [1.1, -4.6, 2.1], [1.8, 0.1, 1.9], [3.0, 2.6, -0.9], [0.1, 1.4, -3.3], [-2.0, -1.0, -2.4], [-3.4, -3.2, 1.4], [0.2, -0.5, 2.5], [0.7, 0.2, -0.8], [-0.5, -0.4, -0.1], [-0.3, -0.6, 0.0], [-0.4, 0.0, 1.4], [0.4, -0.2, -1.3], [-0.2, 0.5, -1.5], [2.9, 0.5, -1.2], [-0.2, -0.5, 0.7], [-1.3, -2.6, 0.4], [-0.9, 0.3, -0.1], [-0.8, -0.7, 0.7], [-0.2, -0.1, -0.2], [0.5, 0.1, 0.3], [-1.3, -0.4, 0.9], [0.6, -1.7, -0.1], [1.4, 0.7, 0.5], [-0.6, 0.2, -0.2], [-0.8, 0.7, 1.6], [-0.5, -1.6, 0.2], [0.0, -0.1, 2.1], [1.3, 1.3, -0.5], [0.2, 0.8, -2.0], [-1.4, -0.9, -1.4], [-1.4, -1.4, 0.5], [-0.3, -0.8, 1.8], [0.3, -1.1, 1.0], [0.1, 1.5, 1.0], [-1.7, -0.4, -0.8], [1.1, 0.3, -1.1], [-1.9, -0.6, -0.4], [-0.5, 0.1, 1.5], [-1.4, 0.4, -1.2], [1.5, -0.5, 0.2], [-0.2, 1.1, 1.6], [-0.6, 1.5, 0.9], [-0.9, -0.4, 1.6], [-0.4, 0.4, -0.5], [1.6, -0.7, 0.0], [0.0, 1.6, 1.1], [1.6, 1.1, -0.1], [-1.0, 1.0, -0.2], [1.1, -1.3, 0.6], [-0.6, 1.7, -0.3], [-1.2, -0.5, 0.6], [0.5, -1.2, -1.4], [0.2, -0.8, -1.7], [-0.8, 1.6, -0.6], [1.6, 0.0, 0.6], [-0.2, 0.0, -0.1], [-0.2, 0.0, -0.1], [0.2, -0.1, 0.1], [0.3, -0.1, 0.1], [0.3, 0.0, 0.2], [0.2, 0.0, 0.2], [0.2, -0.8, -0.4], [-0.1, 0.2, 0.1], [-0.3, 0.1, -0.2], [-0.3, 0.1, -0.1], [0.2, -0.1, 0.1], [0.2, 0.0, 0.1], [-0.2, 0.0, -0.2], [-0.3, 0.0, -0.2], [0.0, 0.9, 0.5], [0.0, -0.3, -0.2], [-0.1, 0.1, 0.0], [-0.1, 0.0, -0.1], [-0.1, -0.1, -0.1], [-0.1, 0.2, 0.0], [0.1, 0.1, 0.2], [0.1, 0.0, 0.1], [0.1, -0.1, 0.0], [0.2, -0.2, 0.0], [0.2, 0.1, 0.0], [0.2, 0.1, -0.1], [-0.2, -0.1, 0.1], [-0.4, -0.1, 0.2], [-0.3, -0.2, 0.0], [-0.3, -0.1, 0.0], [0.1, 0.5, 0.8], [0.0, -0.2, -0.3], [0.3, 0.1, -0.2], [0.2, 0.1, -0.1], [-0.2, -0.1, 0.1], [-0.2, -0.1, 0.1], [0.2, 0.1, 0.0], [0.3, 0.2, 0.0], [0.1, -0.5, -0.9], [0.0, 0.2, 0.3], [0.1, 0.0, -0.1], [0.1, 0.1, 0.0], [0.2, 0.1, 0.1], [0.2, 0.0, -0.2], [-0.1, -0.2, -0.1], [-0.1, -0.1, 0.0], [-0.1, 0.0, 0.1], [-0.2, 0.0, 0.2]],
  "homo_ev": -10.75,
  "orbital_gap_ev": 7.338,
  "total_charge": 1
}